(1)
8
Properties=species:S:1:pos:R:3 method="wB97M-V/def2-TZVPD" total_energy_ev=-6231.7027 e_homo_ev=-10.501 spin_multiplicity=1 smiles="C=O.C=O" e_above_lowest_kj_mol=251.3 homo_lumo_gap_ev=10.60
O 2.112 1.822 -0.266
O -1.908 -1.721 -0.857
C 1.665 0.746 0.093
C -1.684 -0.755 -0.097
H -1.009 -0.818 0.790
H -2.138 0.241 -0.314
H 0.738 0.692 0.712
H 2.224 -0.207 -0.061


(2)
10
Properties=species:S:1:pos:R:3 method="wB97M-V/def2-TZVPD" total_energy_ev=-24810.4332 e_homo_ev=-9.643 spin_multiplicity=1 smiles="O=[P@@H]1OC=CP1" e_above_lowest_kj_mol=112.7 homo_lumo_gap_ev=10.26
P 0.046 -1.655 0.134
P -1.473 -0.011 0.218
O -0.449 1.218 0.143
O -2.724 0.286 -0.437
C 0.842 0.938 -0.020
C 1.347 -0.266 -0.141
H -1.453 0.149 1.527
H 2.306 -0.633 -0.130
H 0.036 -1.811 -1.327
H 1.521 1.786 0.031


(3)
10
Properties=species:S:1:pos:R:3 method="wB97M-V/def2-TZVPD" total_charge=-1 total_energy_ev=-26358.1533 e_homo_ev=-4.238 spin_multiplicity=1 smiles="C=C[P@@]([O-])(O)=S" e_above_lowest_kj_mol=255.5 homo_lumo_gap_ev=8.01
S -3.450 0.933 -0.455
P -1.920 -0.223 0.004
O -1.772 -0.172 1.589
O -1.822 -2.199 -0.320
C -0.261 0.555 -0.517
C 0.839 -0.144 -0.327
H -1.630 -1.107 1.631
H -0.265 1.592 -0.946
H 0.756 -1.213 -0.238
H 1.854 0.256 -0.615


(4)
9
Properties=species:S:1:pos:R:3 method="wB97M-V/def2-TZVPD" total_energy_ev=-17066.7597 e_homo_ev=-9.030 spin_multiplicity=1 smiles="S=C1CO1.O" e_above_lowest_kj_mol=242.3 homo_lumo_gap_ev=9.35
S -2.144 -0.661 0.479
O -0.397 0.976 -0.896
O 0.928 -1.574 -0.371
C -0.873 0.253 0.139
C 0.068 1.229 0.537
H 1.388 -1.192 -1.116
H 1.105 1.007 0.848
H -0.274 2.103 1.119
H 0.200 -2.139 -0.738


(5)
10
Properties=species:S:1:pos:R:3 method="wB97M-V/def2-TZVPD" total_energy_ev=-27900.7874 e_homo_ev=-9.570 spin_multiplicity=1 e_above_lowest_kj_mol=342.4 homo_lumo_gap_ev=8.56
S 3.071 -1.281 0.071
S 2.274 0.481 0.032
O 2.328 1.175 -1.202
O 2.414 1.260 1.221
C -0.080 0.563 0.186
C 0.333 -0.659 -0.226
H 0.469 -0.804 -1.294
H 0.181 1.346 -0.549
H 0.432 -1.581 0.326
H -0.402 1.088 1.042


(6)
9
Properties=species:S:1:pos:R:3 method="wB97M-V/def2-TZVPD" total_energy_ev=-14111.5155 e_homo_ev=-9.269 spin_multiplicity=1 smiles="O[Si]1(O)C=C1" e_above_lowest_kj_mol=50.5 homo_lumo_gap_ev=9.71
Si -0.106 0.190 -0.342
O -1.526 -0.369 -1.162
O -0.111 1.795 -0.767
C 1.385 -0.471 0.484
C 0.354 -0.356 1.339
H 0.430 -0.761 2.376
H -1.811 -1.244 -1.353
H 2.435 -0.839 0.408
H -1.050 2.054 -0.984


(7)
9
Properties=species:S:1:pos:R:3 method="wB97M-V/def2-TZVPD" total_energy_ev=-8272.3209 e_homo_ev="-7.168 / -10.640" spin_multiplicity=3 e_above_lowest_kj_mol=206.3 s2=2.006 homo_lumo_gap_ev="7.84 / 8.31"
O -0.711 -0.268 -2.071
O 1.214 -1.467 0.064
O -0.064 -1.954 0.653
C 0.152 -0.709 0.198
C -0.074 0.613 0.717
H 0.668 1.095 1.474
H -0.945 0.787 1.354
H 0.018 1.355 -0.143
H -0.256 0.547 -2.246


(8)
10
Properties=species:S:1:pos:R:3 method="wB97M-V/def2-TZVPD" total_charge=-1 total_energy_ev=-17572.0669 e_homo_ev=-3.785 spin_multiplicity=1 smiles="CC(=O)[P@@H](=O)[O-]" e_above_lowest_kj_mol=112.6 homo_lumo_gap_ev=7.95
P 1.449 0.186 -0.236
O -0.980 1.834 -0.058
O 1.846 -0.519 1.000
O 1.652 -0.510 -1.492
C -1.182 -0.547 0.166
C -0.499 0.746 -0.036
H -2.208 -0.488 -0.102
H -0.561 -1.496 -0.173
H 1.736 1.493 -0.413
H -1.254 -0.700 1.343


(9)
11
Properties=species:S:1:pos:R:3 method="wB97M-V/def2-TZVPD" total_charge=-1 total_energy_ev=-28403.3278 e_homo_ev=-4.169 spin_multiplicity=1 e_above_lowest_kj_mol=523.9 homo_lumo_gap_ev=8.30
S -1.176 0.305 0.083
P 0.606 -1.899 -0.144
O -0.522 -0.975 -0.834
O -1.494 -0.340 1.330
O -2.354 0.733 -0.634
C 1.075 1.536 -0.376
C -0.034 1.603 0.336
H 1.513 0.736 -1.122
H 1.834 2.405 -0.567
H 0.894 -1.233 1.121
H -0.343 -2.872 0.809


(10)
10
Properties=species:S:1:pos:R:3 method="wB97M-V/def2-TZVPD" total_energy_ev=-19112.7299 e_homo_ev=-9.583 spin_multiplicity=1 smiles="O=C(S)COO" e_above_lowest_kj_mol=298.4 homo_lumo_gap_ev=10.05
S -1.235 -1.259 -0.068
O 1.141 -0.167 -0.634
O 2.034 -0.766 0.270
O -2.030 1.251 0.110
C 0.401 0.868 -0.033
C -1.158 0.463 0.004
H 0.805 0.728 1.010
H 2.131 -1.708 -0.153
H 0.568 1.929 -0.401
H -2.657 -1.339 -0.106